# 1
C40H49Cl2Si4 | ωB97M-V/def2-TZVPD

```
95
Properties=species:S:1:pos:R:3:forces:R:3
Cl 5.576 5.727 3.310 -0.2 -0.2 -0.2
C 4.386 4.753 2.556 -0.3 -0.3 0.0
C 4.274 3.400 2.910 -0.2 0.0 -0.2
C 3.227 2.648 2.398 -0.5 -0.1 0.0
C 2.190 3.272 1.631 0.5 0.0 -1.5
C 0.880 2.700 1.588 1.0 0.9 2.9
C -0.248 3.558 1.947 -1.2 0.6 -0.7
C -0.909 3.371 3.196 0.3 -0.5 -0.5
C -1.983 4.165 3.581 0.2 0.2 -0.3
C -2.444 5.171 2.717 0.6 -0.5 -0.2
Cl -3.809 6.108 3.150 0.0 0.0 0.0
C -1.789 5.409 1.498 0.1 -0.2 0.2
C -0.703 4.622 1.127 0.1 0.0 0.3
C 2.474 4.562 1.091 0.3 0.5 0.8
C 3.532 5.312 1.590 -0.4 -0.2 -0.4
H 4.994 2.971 3.602 -0.2 0.0 -0.2
H 3.133 1.593 2.658 0.0 0.3 0.1
H 0.794 1.661 1.899 0.0 0.1 0.0
H -0.535 2.600 3.874 -0.2 0.1 -0.2
H -2.472 4.022 4.544 0.2 0.0 -0.3
H -2.134 6.221 0.861 0.1 -0.2 0.1
H -0.215 4.803 0.169 -0.3 0.0 0.3
H 1.830 4.969 0.311 0.2 0.0 0.4
H 3.693 6.341 1.273 0.0 -0.3 -0.1
C -0.065 -0.493 2.944 0.2 0.5 0.3
Si -0.217 -2.138 2.093 -1.1 -0.7 -0.1
C 1.050 -3.341 2.738 0.3 0.1 0.0
C -1.914 -2.877 2.512 0.4 0.2 0.0
C -2.524 -3.755 1.605 -0.5 0.0 0.3
C -3.811 -4.245 1.854 0.2 0.0 0.0
C -4.495 -3.872 3.016 0.2 0.2 -0.1
C -3.884 -3.001 3.923 0.2 0.0 0.1
C -2.589 -2.520 3.683 -0.5 -0.3 -0.2
C -0.232 -1.985 0.226 0.2 0.2 0.1
Si 0.722 -0.596 -0.641 -0.1 -0.7 -0.8
H 0.875 0.733 0.236 -0.1 -1.2 -0.9
C 2.391 -1.269 -1.216 0.2 0.7 0.7
Si 2.398 -2.681 -2.470 0.0 -0.2 -0.7
C 3.735 -3.904 -2.015 0.1 0.0 0.2
C 0.818 -3.669 -2.637 -0.3 -0.3 0.0
C 2.763 -2.055 -4.225 -0.1 0.2 0.5
C 2.137 -2.629 -5.341 0.2 0.2 -0.3
C 2.517 -2.258 -6.638 0.1 0.0 0.2
C 3.518 -1.300 -6.826 -0.1 0.0 0.3
C 4.105 -0.678 -5.714 -0.1 -0.1 0.0
C 3.733 -1.058 -4.421 -0.1 -0.1 -0.4
C -0.228 -0.231 -2.242 0.0 0.4 0.1
Si -1.564 1.051 -1.979 -0.6 -0.6 0.1
C -0.759 2.700 -1.668 0.1 0.5 -0.1
C -2.691 1.143 -3.460 0.0 0.2 -0.2
C -2.637 0.561 -0.491 0.4 0.3 -0.3
C -2.589 1.283 0.709 -0.2 -0.4 0.1
C -3.324 0.853 1.817 -0.1 0.1 -0.1
C -4.165 -0.256 1.714 0.1 0.1 0.1
C -4.249 -0.955 0.511 0.1 0.0 -0.3
C -3.472 -0.563 -0.583 -0.2 0.1 0.4
H 0.994 -0.198 2.984 -0.1 0.0 0.0
H -0.650 0.281 2.430 0.1 -0.2 0.0
H -0.439 -0.545 3.975 0.2 0.0 -0.1
H 2.049 -3.105 2.348 -0.1 -0.2 0.2
H 1.066 -3.275 3.835 0.1 -0.1 -0.2
H 0.778 -4.371 2.465 0.1 0.3 0.0
H -2.000 -4.055 0.692 -0.2 0.1 0.3
H -4.279 -4.914 1.128 0.1 0.1 0.3
H -5.504 -4.247 3.205 0.3 0.1 -0.1
H -4.414 -2.678 4.821 0.1 -0.2 -0.2
H -2.116 -1.855 4.410 -0.2 -0.2 -0.2
H 0.131 -2.960 -0.144 0.0 0.5 0.0
H -1.288 -1.917 -0.100 0.4 0.1 0.3
H 2.964 -0.415 -1.635 -0.2 -0.4 0.1
H 2.958 -1.609 -0.329 -0.1 0.1 -0.3
H 3.544 -4.326 -1.018 0.1 0.0 -0.2
H 3.754 -4.728 -2.743 0.0 0.2 0.2
H 4.725 -3.429 -2.004 -0.2 -0.1 0.0
H 0.445 -4.052 -1.682 0.1 0.0 -0.2
H 0.010 -3.108 -3.124 0.1 -0.2 0.1
H 1.044 -4.544 -3.268 -0.1 0.2 0.2
H 1.353 -3.383 -5.208 0.4 0.3 -0.1
H 2.029 -2.727 -7.496 0.2 0.2 0.3
H 3.841 -1.034 -7.834 -0.1 0.0 0.3
H 4.860 0.099 -5.849 -0.2 -0.3 0.0
H 4.207 -0.579 -3.555 -0.1 -0.2 -0.4
H 0.464 0.161 -3.008 -0.1 -0.1 0.2
H -0.686 -1.146 -2.669 0.3 0.3 0.4
H -0.134 2.965 -2.535 -0.1 0.0 0.3
H -1.524 3.481 -1.554 0.2 -0.1 0.0
H -0.125 2.703 -0.771 -0.1 -0.1 -0.3
H -2.097 1.146 -4.382 -0.2 0.0 0.1
H -3.396 0.303 -3.493 0.2 0.1 0.0
H -3.275 2.071 -3.423 0.0 -0.2 -0.1
H -1.979 2.189 0.784 -0.2 -0.4 -0.1
H -3.247 1.395 2.763 -0.1 -0.1 -0.2
H -4.735 -0.587 2.583 0.1 0.1 -0.3
H -4.907 -1.820 0.418 0.2 0.2 0.1
H -3.522 -1.142 -1.512 0.0 0.2 0.3
```
Positions in Å, forces in eV/Å.

Results
- total charge = +1
- lowest unoccupied orbital energy (eV) = -6.021
- Kohn-Sham gap (eV) = 4.817

These are the Mulliken partial charges, in e, on atoms 1 to 2: -0.13, 0.38

# 2
C2H9NO2 | ωB97M-V/def2-TZVPD

```
14
Properties=species:S:1:pos:R:3:forces:R:3
C -0.074 -0.002 -2.081 -0.4 -1.3 -0.8
O 0.114 0.343 -3.422 0.2 0.3 0.1
H 0.663 0.486 -1.441 0.0 0.0 0.3
H 0.008 -1.118 -2.056 0.6 0.3 0.6
H -1.111 0.145 -1.797 0.0 0.8 0.0
H 1.014 0.078 -3.679 -0.3 0.1 -0.1
N 0.348 -0.379 2.533 1.2 1.5 0.3
C -0.163 0.444 1.501 -1.1 -0.9 0.0
O -1.204 -0.322 0.866 0.6 -0.3 0.0
H 0.121 -0.145 3.502 -1.0 -0.4 -0.3
H 1.358 -0.306 2.519 0.3 -0.6 -0.1
H 0.600 0.709 0.764 -0.1 0.2 -0.2
H -0.747 1.321 1.807 0.4 0.3 0.3
H -0.926 -1.253 0.985 -0.3 0.0 0.0
```
Positions in Å, forces in eV/Å.

Results
- total charge = +1
- lowest unoccupied orbital energy (spin up / spin down) (eV) = -3.236 / -10.318
- Kohn-Sham gap (spin up / spin down) (eV) = 12.218 / 3.355
- relative energy (zero: lowest compared OMol25 entry of this formula, charge and spin) (eV) = 2.9809
- spin multiplicity = 2

These are the natural (NBO) partial charges, in e, on atoms 1 to 2: -0.26, -0.55

# 3
C30H36F9N3O33 | ωB97M-V/def2-TZVPD

```
111
Properties=species:S:1:pos:R:3:forces:R:3
O 0.444 3.177 -1.146 0.1 0.1 0.1
C -0.309 4.047 -0.866 0.1 -0.2 -0.1
O -1.628 3.904 -0.643 -0.2 -0.5 -0.4
C -2.230 5.174 -0.705 -0.7 0.8 0.8
C -1.092 6.068 -0.272 0.5 0.2 -0.2
F -0.956 6.148 1.089 -0.5 0.1 -0.1
O 0.051 5.357 -0.720 -0.6 0.4 -0.3
H -2.643 5.415 -1.687 0.6 -0.1 -0.2
H -3.083 5.278 -0.031 0.2 -0.4 0.3
H -1.134 7.081 -0.670 0.3 -0.1 0.0
O -6.226 -0.983 0.914 0.4 0.2 -0.1
C -5.384 -1.812 1.062 -1.3 0.4 -0.9
O -5.343 -2.641 2.089 0.6 -0.7 0.5
C -4.278 -3.614 1.897 -1.1 1.0 0.3
C -3.658 -3.178 0.579 0.2 -0.5 0.1
F -3.821 -4.210 -0.306 0.3 0.2 -0.1
O -4.429 -2.093 0.128 0.4 0.0 0.7
H -3.647 -3.518 2.775 0.3 -0.3 -0.2
H -4.761 -4.580 1.781 0.3 -0.2 0.2
H -2.610 -2.904 0.698 0.0 0.0 -0.7
O 3.513 -1.541 2.353 -0.5 0.4 0.0
C 4.235 -1.727 3.267 0.5 -0.7 -0.3
O 3.914 -2.327 4.437 0.1 0.7 -0.2
C 5.097 -2.402 5.226 0.3 -0.2 0.7
C 6.242 -2.127 4.265 -0.4 -1.0 0.1
F 6.792 -3.316 3.831 -0.4 0.0 -0.4
O 5.571 -1.469 3.225 0.9 0.1 0.1
H 5.148 -1.636 6.004 -0.5 -0.1 0.0
H 5.084 -3.401 5.655 0.5 0.1 0.1
H 7.113 -1.618 4.672 -0.4 0.7 -0.2
O -1.870 1.685 -3.078 0.2 -0.1 -0.2
C -2.071 2.445 -3.962 -0.3 -0.3 0.0
O -1.750 3.746 -3.966 -0.1 0.7 0.5
C -2.573 4.402 -4.937 0.7 -0.1 -0.1
C -2.817 3.292 -5.912 -0.9 -0.1 -0.5
F -1.893 3.269 -6.913 0.3 -0.1 0.1
O -2.731 2.137 -5.123 0.1 0.0 -0.1
H -3.522 4.708 -4.498 0.1 0.2 0.1
H -2.004 5.207 -5.392 -0.2 0.2 0.1
H -3.795 3.361 -6.383 0.0 -0.3 0.0
O -0.661 0.337 3.485 0.2 0.1 0.6
C -0.760 -0.373 4.430 -0.7 -0.3 -1.5
O -0.561 -1.726 4.361 0.0 0.4 1.0
C -0.594 -2.217 5.707 0.4 0.2 0.4
C -1.150 -1.072 6.536 -1.0 -0.2 0.1
F -0.313 -0.827 7.588 0.2 0.5 -0.3
O -1.256 0.000 5.635 0.9 -0.1 0.4
H -1.177 -3.122 5.843 0.1 -0.1 -0.5
H 0.430 -2.342 6.064 0.0 -0.4 -0.1
H -2.140 -1.213 6.966 0.0 -0.1 0.0
O 4.326 1.470 0.592 -0.4 0.1 -0.2
C 3.835 2.498 0.235 0.2 -1.4 0.9
O 2.784 3.088 0.837 -0.3 0.5 0.5
C 2.858 4.473 0.501 0.6 0.3 -0.2
C 3.520 4.435 -0.885 0.5 0.0 1.0
F 4.471 5.406 -0.979 -0.2 0.4 -0.1
O 4.259 3.215 -0.787 -0.3 0.9 -1.5
H 1.916 4.994 0.607 -0.2 -0.4 -0.3
H 3.586 4.977 1.146 0.0 -0.1 0.2
H 2.852 4.521 -1.738 0.2 -0.5 -0.2
O 3.654 -6.460 2.019 0.0 -0.2 -0.1
C 2.842 -5.693 2.404 0.1 0.4 -0.1
O 2.588 -4.486 1.869 0.0 1.1 -1.1
C 1.457 -3.883 2.503 -0.7 0.1 0.8
C 1.543 -4.579 3.834 -1.3 -0.2 0.1
F 0.318 -4.782 4.419 -0.2 -0.1 -0.2
O 2.051 -5.851 3.478 0.1 0.0 1.5
H 1.455 -2.803 2.642 1.0 0.0 -0.4
H 0.497 -4.061 2.016 0.2 -0.6 -0.3
H 2.083 -4.008 4.588 0.7 -0.5 -0.1
O -1.550 -4.556 -2.840 -0.1 -0.3 0.0
C -2.004 -3.573 -3.309 0.6 0.0 -0.7
O -2.597 -2.593 -2.660 -0.7 0.3 1.7
C -2.938 -1.494 -3.468 0.4 -0.2 -1.0
C -2.434 -1.946 -4.846 1.5 -0.2 0.2
F -1.301 -1.233 -5.215 -0.3 0.4 0.0
O -1.955 -3.259 -4.647 -0.9 0.3 -0.3
H -4.015 -1.336 -3.522 0.0 0.0 0.4
H -2.392 -0.625 -3.106 -0.2 0.1 -0.1
H -3.131 -1.853 -5.677 0.0 -0.3 0.0
O 4.664 2.625 -4.906 -0.3 0.2 -0.5
C 3.649 2.047 -4.709 0.8 -0.7 1.2
O 3.117 1.063 -5.442 -0.1 -0.2 -0.5
C 1.905 0.626 -4.850 -1.0 -0.1 0.4
C 1.900 1.257 -3.455 0.2 -0.5 -1.1
F 2.241 0.314 -2.524 0.1 0.2 0.3
O 2.949 2.185 -3.540 -1.0 0.6 0.3
H 1.049 0.944 -5.447 0.1 0.3 -0.1
H 1.788 -0.451 -4.730 0.7 -0.1 -0.3
H 0.911 1.644 -3.204 0.4 0.5 0.4
C 2.565 -2.462 -0.745 -0.3 0.5 0.3
N 1.155 -2.662 -1.246 2.2 0.5 -0.1
O 0.426 -3.300 -0.531 -0.9 0.0 -0.3
O 0.954 -2.200 -2.351 -1.1 -0.4 0.0
H 2.897 -1.433 -0.868 -0.4 0.1 -0.3
H 3.195 -3.078 -1.379 0.0 -0.3 0.3
H 2.532 -2.672 0.315 0.4 -0.5 -0.1
C -3.925 1.419 -0.353 0.1 0.8 -0.7
N -4.771 2.129 0.641 -0.4 -1.6 -0.3
O -4.812 1.653 1.748 0.1 0.4 0.6
O -5.432 3.064 0.240 0.1 0.7 0.1
H -3.868 0.352 -0.185 0.0 0.1 0.4
H -2.963 1.928 -0.322 0.1 -0.4 0.0
H -4.390 1.629 -1.313 0.1 -0.1 0.0
C 0.690 0.439 0.770 -0.5 0.0 0.6
N -0.593 -0.172 0.294 1.1 -0.5 -0.6
O -0.961 0.205 -0.797 -0.6 0.3 -0.1
O -1.068 -1.111 0.893 -0.4 0.1 0.5
H 0.979 -0.067 1.682 0.2 -0.2 -0.2
H 0.511 1.481 1.021 -0.1 0.0 -0.3
H 1.362 0.351 -0.076 0.2 0.0 0.1
```
Positions in Å, forces in eV/Å.

Results
- lowest unoccupied orbital energy (eV) = -0.208
- SMILES string = O=C1OC[C@@H](F)O1.O=C1OC[C@@H](F)O1.O=C1OC[C@@H](F)O1.O=C1OC[C@@H](F)O1.O=C1OC[C@@H](F)O1.O=C1OC[C@@H](F)O1.O=C1OC[C@@H](F)O1.O=C1OC[C@@H](F)O1.O=C1OC[C@@H](F)O1.C[N+](=O)[O-].C[N+](=O)[O-].C[N+](=O)[O-]
- Kohn-Sham gap (eV) = 10.521
- relative energy (zero: lowest compared OMol25 entry of this formula, charge and spin) (eV) = 0.0000

These are the Mulliken partial charges, in e, on atoms 1 to 2: 0.22, -0.23

# 4
C4H13N2O | ωB97M-V/def2-TZVPD

```
20
Properties=species:S:1:pos:R:3:forces:R:3
C -0.466 1.158 -0.336 1.1 -1.0 1.4
C -0.132 0.496 -1.684 -1.9 -0.5 -0.8
C 1.194 -0.386 -1.781 -3.5 -0.2 -3.3
C 2.464 -1.399 -0.092 0.0 -0.7 -0.7
N 1.303 -1.202 -0.608 2.9 0.3 1.6
N -0.284 0.075 0.717 -5.0 -1.8 -2.3
H 0.118 2.001 -0.015 1.1 0.2 -0.3
H -1.419 1.529 -0.036 -1.4 0.2 -1.4
H -0.333 1.252 -2.506 1.0 -1.0 0.8
H -0.927 -0.268 -1.865 0.2 0.6 0.2
H 1.929 0.340 -2.081 1.3 -0.4 0.7
H 1.036 -1.145 -2.606 0.2 1.5 0.1
H 2.877 -0.716 0.678 -0.3 -0.9 0.7
H 3.134 -2.217 -0.467 -0.1 0.8 0.1
H -0.043 0.394 1.569 1.7 1.6 3.6
H 0.372 -0.704 0.246 0.7 0.6 0.4
H -1.272 -0.325 0.938 2.0 0.6 -0.7
H -2.844 -0.217 3.638 0.5 0.5 -0.8
H -3.759 0.815 3.305 -2.4 1.5 0.4
O -2.947 0.518 2.988 2.1 -2.1 0.4
```
Positions in Å, forces in eV/Å.

Results
- total charge = +1
- lowest unoccupied orbital energy (eV) = -5.059
- Kohn-Sham gap (eV) = 7.692
- relative energy (zero: lowest compared OMol25 entry of this formula, charge and spin) (eV) = 5.4499

These are the natural (NBO) partial charges, in e, on atoms 1 to 2: -0.23, -0.44